# H4OP2S

An isolated molecule of H4OP2S at a distorted geometry (wB97M-V/def2-TZVPD, OMol25).

CARTESIAN COORDINATES (ANGSTROEM)
O (0.04933, 0.22854, -0.08092)
P (1.11625, 1.45752, -0.27843)
P (-1.48792, 0.00081, -0.67003)
S (-2.77408, 0.31600, 0.67991)
H (1.04133, 1.59386, 1.10820)
H (0.40195, 2.68188, -0.48434)
H (-1.48590, 0.94259, -1.80327)
H (-1.49195, -1.29680, -1.06305)

Computed properties:
SMILES: PO[PH2]=S
ΔE to the lowest compared entry with this formula, charge and spin, kJ/mol: 46.9
Lowest unoccupied orbital energy, eV: 0.4186
Electronic energy, eV: -31524.82809
HOMO-LUMO gap, eV: 9.70